Record 1
Density functional theory data (the ωB97M-V functional and the def2-TZVPD basis) for a cluster of 7 separate species, C23H46O9 in total in a non-equilibrium geometry.

Atoms and positions in Å:
O1 2.728 7.381 -1.924
C1 1.831 6.881 -2.490
O2 1.013 5.944 -1.915
C2 1.287 5.184 -0.702
C3 0.083 4.301 -0.380
C4 1.359 7.327 -3.785
H1 1.589 5.947 0.053
H2 2.234 4.550 -0.762
H3 -0.050 3.565 -1.102
H4 -0.781 4.888 -0.256
H5 0.242 3.800 0.494
H6 0.480 6.979 -3.996
H7 2.240 6.952 -4.496
H8 1.361 8.390 -3.764
O3 -7.149 -1.678 2.358
C5 -6.027 -1.298 2.460
O4 -5.302 -0.717 1.521
C6 -5.885 -0.494 0.261
C7 -4.915 0.285 -0.484
C8 -5.230 -1.421 3.777
H9 -6.739 -0.060 0.116
H10 -5.764 -1.558 -0.140
H11 -4.854 1.202 0.064
H12 -4.971 0.349 -1.502
H13 -3.786 0.140 -0.606
H14 -5.859 -2.271 4.252
H15 -5.218 -0.457 4.255
H16 -4.121 -1.695 3.659
C9 3.210 -0.681 -3.476
C10 2.933 0.513 -2.435
O5 3.994 1.039 -1.769
C11 1.599 1.058 -2.280
H17 2.891 -1.670 -3.040
H18 4.234 -0.598 -3.849
H19 2.643 -0.518 -4.290
H20 1.785 2.234 -2.360
H21 1.247 0.832 -1.430
H22 0.680 0.583 -2.933
C12 -0.482 -0.474 -1.642
C13 -0.525 0.198 -0.183
O6 -0.166 1.466 -0.154
C14 -0.981 -0.652 1.001
H23 -0.216 -1.677 -1.588
H24 0.172 0.012 -2.146
H25 -1.459 -0.555 -2.029
H26 -1.161 0.137 1.752
H27 -0.238 -1.368 1.235
H28 -2.031 -0.907 0.893
C15 -0.643 -1.933 6.158
C16 0.464 -2.178 4.920
O7 1.648 -1.692 5.005
C17 -0.028 -3.023 3.793
H29 -1.072 -3.029 6.421
H30 -1.408 -1.490 5.604
H31 -0.188 -1.304 7.083
H32 -0.467 -2.253 3.015
H33 -0.998 -3.541 4.015
H34 0.658 -3.626 3.079
C18 2.075 0.214 1.449
C19 2.262 -1.193 1.139
O8 1.172 -1.929 0.737
C20 3.756 -1.768 1.118
H35 1.170 0.490 1.795
H36 2.531 0.819 0.743
H37 2.693 0.375 2.426
H38 4.354 -1.537 0.252
H39 3.688 -2.917 1.097
H40 4.165 -1.597 2.253
C21 2.400 -3.386 -1.650
C22 1.593 -3.232 -2.957
O9 1.506 -2.121 -3.583
C23 0.856 -4.538 -3.315
H41 3.289 -2.917 -1.620
H42 2.847 -4.305 -1.638
H43 1.636 -3.415 -0.669
H44 0.384 -4.207 -4.359
H45 0.196 -5.038 -2.601
H46 1.536 -5.119 -3.956

Output
**Charge**: 0
**SMILES string**: CCOC(C)=O.CCOC(C)=O.CC(C)=O.CC(C)=O.CC(C)=O.CC(C)=O.CC(C)=O
**Energy relative to the best compared isomer or geometry (same formula, charge and spin)**: 378.88 kJ/mol
**Total energy**: -43009.5300 eV
**E_LUMO**: 0.054 eV

***

Record 2
Density functional theory data (the ωB97M-V functional and the def2-TZVPD basis) for a structure of composition C23H47AsBrN2PdS7Si in a non-equilibrium geometry.

Atoms and positions in Å:
Pd1 -0.887 -1.767 0.320
S1 -4.928 -3.003 -2.554
As1 -3.489 -2.709 -1.065
S2 -2.828 -0.549 1.417
S3 -1.528 -2.463 -1.927
S4 -3.923 -0.510 -0.201
C1 -2.860 -3.720 2.697
C2 -1.815 -3.046 3.595
S5 -0.342 -2.340 2.758
C3 0.820 -3.751 2.779
C4 0.276 -5.109 2.370
S6 -0.475 -5.171 0.706
C5 -1.596 -6.595 0.933
C6 -2.998 -6.262 1.434
S7 -3.090 -5.497 3.084
H1 -2.562 -3.657 1.655
H2 -3.831 -3.242 2.819
H3 -1.431 -3.733 4.349
H4 -2.252 -2.191 4.107
H5 1.167 -3.820 3.810
H6 1.647 -3.433 2.145
H7 -0.483 -5.447 3.071
H8 1.101 -5.824 2.370
H9 -1.098 -7.294 1.604
H10 -1.676 -7.051 -0.054
H11 -3.555 -7.194 1.540
H12 -3.535 -5.629 0.727
C7 3.446 -3.820 -2.739
C8 2.863 -3.019 -1.629
C9 3.438 -2.156 -0.719
C10 2.394 -1.710 0.109
N1 1.256 -2.282 -0.270
N2 1.555 -3.065 -1.321
C11 2.460 -0.746 1.242
H13 4.475 -3.518 -2.915
H14 2.879 -3.682 -3.660
H15 3.440 -4.883 -2.490
H16 4.477 -1.879 -0.657
H17 0.822 -3.563 -1.801
H18 3.202 -1.059 1.977
H19 1.487 -0.653 1.723
H20 2.762 0.234 0.873
C12 -1.283 5.262 -2.035
C13 -1.509 3.779 -1.696
C14 -2.758 3.661 -0.813
C15 -1.809 3.022 -2.999
Si1 0.051 3.090 -0.794
Br1 -0.308 0.759 -0.843
C16 0.146 3.507 1.089
C17 1.505 3.112 1.687
C18 -0.919 2.759 1.901
C19 -0.042 5.020 1.293
C20 1.714 3.272 -1.757
C21 1.501 3.106 -3.268
C22 2.756 2.231 -1.326
C23 2.290 4.676 -1.500
H21 -2.184 5.670 -2.501
H22 -0.460 5.393 -2.740
H23 -1.070 5.862 -1.148
H24 -3.622 4.042 -1.365
H25 -2.679 4.244 0.104
H26 -2.969 2.620 -0.552
H27 -2.734 3.415 -3.431
H28 -1.952 1.954 -2.825
H29 -1.025 3.147 -3.742
H30 1.694 2.042 1.584
H31 1.500 3.344 2.756
H32 2.329 3.667 1.239
H33 -0.744 1.682 1.882
H34 -1.933 2.946 1.552
H35 -0.863 3.085 2.944
H36 0.673 5.603 0.707
H37 0.117 5.264 2.347
H38 -1.048 5.346 1.028
H39 1.024 2.154 -3.505
H40 2.473 3.126 -3.770
H41 0.906 3.919 -3.685
H42 2.444 1.219 -1.588
H43 2.960 2.273 -0.257
H44 3.694 2.437 -1.851
H45 1.573 5.464 -1.739
H46 3.169 4.830 -2.132
H47 2.607 4.805 -0.464

Output
**Charge**: +1
**Energy relative to the best compared isomer or geometry (same formula, charge and spin)**: 109.70 kJ/mol
**Total energy**: -245675.6585 eV
**E_LUMO (alpha / beta)**: -6.055 / -6.063 eV

***

Record 3
Density functional theory data (the ωB97M-V functional and the def2-TZVPD basis) for a structure of composition C23H47BrIrN7SSeSi2 in a non-equilibrium geometry.

Atoms and positions in Å:
Ir1 -0.360 -0.780 2.568
N1 -0.417 -1.121 6.808
C1 0.242 -1.456 5.706
N2 -0.342 -0.847 4.687
C2 -1.383 -0.150 5.245
N3 -1.446 -0.299 6.535
C3 -2.256 0.652 4.414
C4 -3.423 1.255 4.864
N4 -4.167 1.981 4.043
C5 -3.760 2.134 2.788
C6 -2.594 1.531 2.326
N5 -1.860 0.780 3.146
H1 -0.238 -1.400 7.764
H2 1.108 -2.095 5.665
H3 -3.749 1.135 5.890
H4 -4.379 2.736 2.136
H5 -2.252 1.651 1.308
C7 0.249 -2.112 -2.700
C8 0.412 -0.719 -3.327
C9 0.240 -0.825 -4.851
C10 1.854 -0.270 -3.032
Si1 -0.829 0.570 -2.619
Br1 -0.895 0.050 -0.333
C11 -2.687 0.310 -3.119
C12 -2.955 -1.197 -3.198
C13 -3.640 0.911 -2.080
C14 -2.889 0.966 -4.490
C15 -0.254 2.414 -2.631
C16 -1.362 3.368 -2.175
C17 0.164 2.772 -4.067
C18 0.945 2.623 -1.687
H6 0.989 -2.779 -3.151
H7 -0.733 -2.544 -2.874
H8 0.437 -2.091 -1.624
H9 0.993 -1.509 -5.253
H10 0.371 0.136 -5.351
H11 -0.735 -1.220 -5.133
H12 2.541 -1.043 -3.388
H13 2.026 -0.143 -1.959
H14 2.114 0.652 -3.546
H15 -2.737 -1.703 -2.254
H16 -2.405 -1.679 -4.003
H17 -4.020 -1.350 -3.402
H18 -3.593 0.376 -1.130
H19 -4.663 0.805 -2.455
H20 -3.478 1.970 -1.901
H21 -2.194 0.586 -5.241
H22 -2.802 2.051 -4.448
H23 -3.899 0.743 -4.847
H24 -2.220 3.367 -2.844
H25 -0.970 4.389 -2.169
H26 -1.699 3.150 -1.158
H27 -0.664 2.691 -4.771
H28 0.981 2.149 -4.431
H29 0.511 3.809 -4.094
H30 0.731 2.295 -0.668
H31 1.167 3.694 -1.645
H32 1.840 2.114 -2.036
C19 4.490 3.508 2.842
Si2 5.099 1.823 2.467
C20 5.320 1.329 0.717
C21 5.552 0.680 3.823
Se1 1.869 -0.396 2.182
H33 5.338 4.202 2.903
H34 3.966 3.548 3.797
H35 3.822 3.877 2.062
H36 6.336 1.578 0.386
H37 4.622 1.858 0.066
H38 5.179 0.256 0.581
H39 6.618 0.784 4.058
H40 5.372 -0.359 3.545
H41 4.991 0.899 4.732
C22 -0.400 -6.605 1.271
N6 -1.011 -5.425 1.879
C23 -0.553 -4.198 1.778
N7 0.546 -3.933 1.083
S1 -1.472 -2.946 2.558
H42 -0.925 -7.483 1.630
H43 0.649 -6.694 1.557
H44 -0.474 -6.573 0.183
H45 -1.865 -5.555 2.402
H46 1.068 -4.663 0.624
H47 0.898 -2.989 1.064

Output
**Charge**: +3
**Energy relative to the best compared isomer or geometry (same formula, charge and spin)**: 215.51 kJ/mol
**<S²>**: 1.191
**Spin multiplicity**: 2
**Total energy**: -199839.3711 eV
**E_LUMO (alpha / beta)**: -10.462 / -10.544 eV

***

Record 4
Density functional theory data (the ωB97M-V functional and the def2-TZVPD basis) for a cluster of 7 separate species, C23H47ClINO27S7 in total in a non-equilibrium geometry.

Atoms and positions in Å:
C1 -5.678 0.030 -1.121
C2 -5.068 1.403 -0.633
O1 -3.734 1.099 -0.213
C3 -2.950 2.276 -0.124
C4 -2.157 2.576 -1.481
O2 -2.519 1.566 -2.408
C5 -1.837 1.763 -3.658
C6 -1.322 0.333 -4.086
I1 -3.099 -0.968 -3.986
O3 -0.342 -0.002 -3.137
C7 0.165 -1.326 -3.290
C8 0.133 -2.122 -1.918
S1 -1.167 -3.425 -1.995
N1 -0.068 -1.161 -0.803
C9 0.260 -1.812 0.495
C10 1.172 -0.856 1.336
C11 0.561 0.575 1.516
Cl1 2.881 -0.782 0.658
H1 -6.150 0.118 -2.124
H2 -6.387 -0.312 -0.337
H3 -4.877 -0.743 -1.181
H4 -5.673 1.878 0.171
H5 -5.039 2.094 -1.512
H6 -2.180 2.088 0.665
H7 -3.546 3.160 0.208
H8 -2.438 3.602 -1.815
H9 -1.063 2.538 -1.267
H10 -0.986 2.470 -3.543
H11 -2.559 2.164 -4.402
H12 -0.944 0.379 -5.132
H13 -0.264 -1.903 -4.132
H14 1.251 -1.218 -3.515
H15 1.134 -2.594 -1.723
H16 -0.905 -4.393 -1.054
H17 0.691 -0.483 -0.928
H18 -0.697 -1.873 1.072
H19 0.709 -2.822 0.363
H20 1.294 -1.278 2.362
H21 0.285 0.981 0.512
H22 1.308 1.277 1.942
H23 -0.374 0.509 2.112
C12 3.907 -1.295 -7.979
C13 4.440 -0.791 -6.650
O4 3.277 -0.386 -5.921
S2 2.034 -1.334 -6.332
O5 1.914 -2.365 -5.349
O6 0.940 -0.503 -6.716
O7 2.693 -1.981 -7.658
H24 3.665 -0.466 -8.649
H25 4.604 -1.968 -8.474
H26 5.128 0.044 -6.767
H27 4.930 -1.591 -6.091
C14 2.383 -7.166 -2.099
C15 3.201 -5.947 -1.712
O8 2.510 -5.384 -0.594
S3 1.816 -6.571 0.257
O9 2.671 -6.902 1.352
O10 0.434 -6.254 0.426
O11 1.949 -7.733 -0.858
H28 1.497 -6.882 -2.673
H29 2.964 -7.891 -2.664
H30 3.275 -5.222 -2.520
H31 4.204 -6.231 -1.384
C16 -7.354 3.893 4.188
C17 -6.451 3.392 3.078
O12 -6.645 4.310 2.000
S4 -6.953 5.779 2.604
O13 -5.738 6.530 2.609
O14 -8.155 6.267 2.011
O15 -7.268 5.321 4.122
H32 -8.392 3.605 4.014
H33 -7.040 3.538 5.168
H34 -6.698 2.378 2.768
H35 -5.399 3.435 3.373
C18 6.533 0.786 2.883
C19 6.334 0.333 1.448
O16 7.335 1.030 0.701
S5 8.641 1.238 1.627
O17 9.578 0.202 1.319
O18 8.993 2.619 1.612
O19 7.952 0.887 3.046
H36 6.097 1.773 3.050
H37 6.118 0.081 3.600
H38 5.342 0.567 1.071
H39 6.518 -0.740 1.344
C20 10.091 -2.662 -0.295
C21 9.046 -3.630 0.229
O20 8.098 -3.756 -0.835
S6 8.866 -3.608 -2.251
O21 9.135 -4.916 -2.759
O22 8.198 -2.610 -3.022
O23 10.246 -2.993 -1.681
H40 9.743 -1.630 -0.226
H41 11.041 -2.759 0.227
H42 8.562 -3.269 1.133
H43 9.478 -4.616 0.416
C22 -10.523 6.060 8.655
C23 -9.182 6.314 7.989
O24 -8.604 5.015 7.827
S7 -9.783 3.936 7.578
O25 -9.902 3.719 6.170
O26 -9.622 2.870 8.511
O27 -11.019 4.863 8.050
H44 -10.406 5.879 9.726
H45 -11.221 6.880 8.500
H46 -8.533 6.948 8.588
H47 -9.309 6.756 6.998

Output
**Charge**: 0
**SMILES string**: CCOCCOC[C@H](I)OC[C@H](S)NC[C@H](C)Cl.O=S1(=O)OCCO1.O=S1(=O)OCCO1.O=S1(=O)OCCO1.O=S1(=O)OCCO1.O=S1(=O)OCCO1.O=S1(=O)OCCO1
**Total energy**: -177847.2057 eV
**E_LUMO**: 0.077 eV

***

Record 5
Density functional theory data (the ωB97M-V functional and the def2-TZVPD basis) for a structure of composition C23H47IO22V in a non-equilibrium geometry.

Atoms and positions in Å:
V1 -1.026 -0.081 -1.495
C1 -2.388 -1.752 -5.399
C2 -2.085 -2.199 -3.953
O1 -1.195 -1.390 -3.262
H1 -2.866 -0.772 -5.394
H2 -3.119 -2.449 -5.808
H3 -1.475 -1.594 -5.974
H4 -1.639 -3.190 -4.041
H5 -2.979 -2.336 -3.345
I1 -1.304 1.849 0.712
C3 2.526 2.710 0.176
O2 2.441 2.365 -1.216
C4 3.482 2.396 -1.920
O3 4.624 2.399 -1.441
O4 3.139 2.529 -3.199
C5 4.148 2.864 -4.152
H6 1.765 2.165 0.736
H7 2.755 3.769 0.288
H8 3.318 2.127 0.646
H9 4.811 2.002 -4.074
H10 4.871 3.639 -3.898
H11 3.880 3.052 -5.192
C6 -2.656 0.491 4.003
O5 -2.118 -0.421 5.042
C7 -1.187 0.047 5.844
O6 -0.670 1.205 5.729
O7 -0.890 -0.778 6.838
C8 0.307 -0.675 7.571
H12 -2.505 -0.063 3.076
H13 -2.299 1.517 4.093
H14 -3.698 0.568 4.313
H15 0.371 -1.329 8.441
H16 0.307 0.298 8.062
H17 1.256 -0.734 7.039
C9 -1.968 4.106 -2.481
O8 -1.170 3.723 -3.585
C10 -0.580 2.539 -3.688
O9 -0.627 1.612 -2.880
O10 0.072 2.525 -4.802
C11 0.890 1.400 -5.235
H18 -2.649 4.875 -2.846
H19 -1.374 4.435 -1.628
H20 -2.569 3.230 -2.239
H21 1.650 1.835 -5.885
H22 0.289 0.657 -5.758
H23 1.360 1.105 -4.297
C12 1.738 1.294 3.259
O11 2.782 1.275 4.234
C13 3.061 0.208 4.986
O12 2.526 -0.915 4.810
O13 4.005 0.628 5.867
C14 4.839 -0.356 6.494
H24 1.978 0.766 2.337
H25 1.416 2.311 3.037
H26 0.829 0.777 3.567
H27 5.397 -0.817 5.680
H28 4.295 -1.107 7.066
H29 5.621 0.141 7.068
C15 1.912 -3.144 -2.686
O14 2.489 -2.387 -1.655
C16 1.940 -1.337 -1.090
O15 0.893 -0.715 -1.420
O16 2.551 -0.869 0.036
C17 3.930 -1.118 0.319
H30 2.653 -3.640 -3.312
H31 1.445 -2.556 -3.476
H32 1.048 -3.754 -2.421
H33 4.646 -0.804 -0.440
H34 4.091 -2.125 0.706
H35 4.021 -0.488 1.204
C18 -5.076 1.689 -3.251
O17 -5.510 1.003 -2.101
C19 -4.684 0.289 -1.372
O18 -3.458 0.184 -1.651
O19 -5.304 -0.205 -0.335
C20 -4.695 -1.032 0.661
H36 -5.884 1.908 -3.948
H37 -4.398 1.112 -3.881
H38 -4.506 2.574 -2.968
H39 -4.317 -2.015 0.381
H40 -5.460 -1.340 1.373
H41 -3.906 -0.540 1.230
C21 -2.244 -4.158 -1.131
O20 -1.735 -4.021 0.239
C22 -1.232 -2.813 0.623
O21 -1.332 -1.752 0.011
O22 -0.523 -3.013 1.742
C23 -0.131 -1.892 2.597
H42 -3.175 -3.592 -1.105
H43 -2.466 -5.214 -1.287
H44 -1.531 -3.881 -1.907
H45 0.483 -1.183 2.041
H46 0.678 -2.279 3.217
H47 -0.925 -1.369 3.129

Output
**Charge**: 0
**Energy relative to the best compared isomer or geometry (same formula, charge and spin)**: 0.00 kJ/mol
**<S²>**: 3.755
**Spin multiplicity**: 4
**Total energy**: -103444.6512 eV
**E_LUMO (alpha / beta)**: 0.435 / 0.432 eV